Here is the molecule C7H14O2 from OMol25. Energies are from ωB97M-V with the def2-TZVPD basis set.

Results
HOMO	-8.91	eV
net charge	0
LUMO	0.8	eV
molar mass	130.19	Da
SMILES string	C/C(=C\C(C)(C)C)OO
frontier orbital gap	9.70	eV

```
23
C7H14O2 (ωB97M-V with the def2-TZVPD basis set)
C 1.90703 1.14044 0.66626
C 1.36884 0.20674 -0.33308
C 0.40234 -0.41721 -0.87180
C -0.96397 -0.30492 0.21785
C -1.42227 1.13613 0.38690
C -0.69830 -0.97567 1.56095
C -2.01930 -1.09919 -0.54829
O 2.65621 -0.30161 -1.28873
O 2.45375 0.07159 -2.66650
H 1.97087 0.66597 1.64296
H 1.31671 2.05319 0.73964
H 2.90809 1.42462 0.33828
H 0.25562 -1.02406 -1.74179
H -0.77164 1.70309 1.04815
H -1.48287 1.63946 -0.57681
H -2.41403 1.15916 0.84620
H -1.62550 -1.03322 2.13692
H -0.32599 -1.98971 1.42166
H 0.01314 -0.41882 2.16722
H -2.95151 -1.12390 0.02141
H -2.23266 -0.64420 -1.51471
H -1.70399 -2.12963 -0.70841
H 3.35945 0.26175 -2.94428
```

=====

Here is a structure of composition C31H31BF4I2N6O2V from OMol25. Energies are from ωB97M-V with the def2-TZVPD basis set.

Results
HOMO (alpha / beta)	-5.97 / -7.46	eV
net charge	0
LUMO (alpha / beta)	-0.3 / -0.4	eV
molar mass	911.19	Da
⟨S²⟩	3.78
2S+1	4
frontier orbital gap (alpha / beta)	5.65 / 7.09	eV

```
78
C31H31BF4I2N6O2V (ωB97M-V with the def2-TZVPD basis set)
V -0.79028 0.43160 0.80020
I -4.13810 -6.40018 0.51618
C -3.09976 -4.59479 0.89138
C -2.80196 -4.24765 2.19895
C -2.11911 -3.07827 2.40936
I -1.62031 -2.40660 4.34538
C -1.68450 -2.21798 1.37645
O -1.03899 -1.16229 1.69765
C -2.00194 -2.61487 0.04967
C -1.46285 -1.87130 -1.14867
N -1.44736 -0.42090 -1.02516
C -2.75682 0.17805 -1.26802
C -3.53512 0.12468 0.01283
C -4.85411 -0.29906 0.09095
C -5.46647 -0.38797 1.33059
C -4.72219 -0.04753 2.45068
C -3.42176 0.39229 2.28148
N -2.83238 0.47945 1.09074
C -2.70912 -3.78667 -0.16128
H -3.09161 -4.87862 3.02411
H -0.42757 -2.19893 -1.31090
H -2.05023 -2.17737 -2.03192
H -0.77757 -0.06243 -1.71262
H -2.62421 1.22708 -1.55630
H -3.29787 -0.33561 -2.07691
H -5.38861 -0.56539 -0.80919
H -6.48656 -0.73018 1.41173
H -5.14345 -0.12284 3.44037
H -2.81673 0.65346 3.14167
H -2.93600 -4.08311 -1.17571
C 2.92114 -1.75623 0.71457
C 1.79417 -1.09491 0.22556
N 1.15050 -0.16051 0.90711
C 1.63894 0.15284 2.12941
C 2.80961 -0.41158 2.68431
C 3.44841 -1.42038 1.94349
C 3.25676 0.07835 3.94067
C 2.60243 1.07793 4.59158
C 1.40917 1.64372 4.06608
C 0.68849 2.69629 4.65474
C -0.46588 3.13116 4.03251
C -0.92618 2.49641 2.88413
N -0.27482 1.48832 2.31237
C 0.90595 1.11867 2.85748
H 3.37134 -2.52878 0.11215
H 1.41853 -1.31212 -0.76392
H 4.32874 -1.91318 2.32774
H 4.15599 -0.35045 4.35802
H 2.97848 1.45171 5.53296
H 1.04907 3.15558 5.56166
H -1.02581 3.95633 4.44348
H -1.83768 2.81403 2.39565
C 1.59203 -1.47273 -4.60098
N 2.33227 -0.30116 -4.19281
C 3.44517 0.07698 -5.03459
C 4.40411 0.98866 -4.28521
C 3.58091 2.11476 -3.67752
N 2.59812 1.53893 -2.79198
C 2.21793 2.30964 -1.63249
C 1.90223 0.42235 -3.11746
O 0.95145 0.02028 -2.44315
H 2.20050 -2.37643 -4.49039
H 1.27933 -1.37945 -5.64417
H 0.70889 -1.55666 -3.96987
H 3.07419 0.59147 -5.93296
H 3.95993 -0.83500 -5.35214
H 5.16803 1.37841 -4.95738
H 4.89489 0.43538 -3.48287
H 3.10079 2.71253 -4.46618
H 4.21053 2.78968 -3.09500
H 3.10899 2.61634 -1.08373
H 1.60923 1.67380 -0.99781
H 1.64323 3.19628 -1.90970
F -1.36067 3.35767 -1.97278
B -1.18323 3.25183 -0.62586
F -2.38264 3.02101 0.03473
F -0.47992 4.28363 -0.09119
F -0.43007 2.03252 -0.38191
```

=====

Here is a structure of composition C4H4CeO from OMol25. Energies are from ωB97M-V with the def2-TZVPD basis set.

Results
HOMO (alpha / beta)	-19.05 / -18.64	eV
net charge	+3
LUMO (alpha / beta)	-16.0 / -15.1	eV
molar mass	208.19	Da
⟨S²⟩	1.03
2S+1	2
frontier orbital gap (alpha / beta)	3.02 / 3.50	eV

```
10
C4H4CeO (ωB97M-V with the def2-TZVPD basis set)
H 1.33308 -0.25420 0.46255
C 1.44401 0.58136 -1.34789
C 0.13602 0.28346 -1.02911
C 0.08834 -0.41430 0.24131
C -0.74949 -0.36631 1.21789
O -1.58933 -0.41040 2.05810
Ce -3.77789 -1.17958 3.40088
H 1.93298 1.40706 -0.82529
H 1.74415 0.42219 -2.38625
H -0.56186 -0.06927 -1.79220
```

=====

Here is the molecule CH3BrOS from OMol25. Energies are from ωB97M-V with the def2-TZVPD basis set.

Results
HOMO	-9.91	eV
net charge	0
LUMO	-0.4	eV
molar mass	143.01	Da
frontier orbital gap	9.54	eV

```
7
CH3BrOS (ωB97M-V with the def2-TZVPD basis set)
C -0.71406 0.32003 0.10568
O 0.88678 -1.81541 -0.36651
S 0.84401 -0.61263 0.51002
Br 2.32778 0.85853 -0.30448
H -1.54738 -0.35805 -0.08372
H -0.87478 0.85655 -0.86563
H -0.92235 0.75098 1.00463
```

=====

Here is the molecule C5H10O2 from OMol25. Energies are from ωB97M-V with the def2-TZVPD basis set.

Results
HOMO	-7.69	eV
net charge	0
LUMO	0.5	eV
molar mass	102.13	Da
frontier orbital gap	8.16	eV

```
17
C5H10O2 (ωB97M-V with the def2-TZVPD basis set)
O -1.10564 -0.98008 0.94515
C -2.67574 -0.88422 0.34736
C -0.41502 0.28424 0.84623
C 0.31568 0.42994 -0.46918
C 1.32299 1.59289 -0.49575
O 2.43998 0.69287 -0.49365
C 1.57905 -0.44177 -0.62035
H -0.57564 -1.68476 0.54081
H -3.09930 -1.61454 1.06241
H -2.52037 -1.48593 -0.57158
H 0.27889 0.34228 1.69305
H -1.21788 1.01582 0.95016
H -0.39390 0.39328 -1.30050
H 1.32514 2.24892 0.38437
H 1.29203 2.20852 -1.40226
H 1.68915 -0.93736 -1.59269
H 1.76060 -1.18010 0.17642
```